No. 1
# C25H28N2O4S

The molecule C25H28N2O4S (ωB97M-V/def2-TZVPD, the OMol25 dataset).

XYZ file:
```
60
Properties=species:S:1:pos:R:3:mulliken_charge:R:1
C -4.682 -1.771 -0.819 -1.0235
C -3.827 -3.026 -0.884 -0.3236
O -2.474 -2.645 -1.014 -0.1696
C -1.569 -3.723 -1.112 -0.7562
C -1.178 -4.313 0.251 -0.5057
H -2.070 -4.393 0.876 0.2772
H -0.772 -5.315 0.111 0.4030
C -0.130 -3.446 0.954 -0.9329
N -0.508 -2.054 0.955 0.1362
C 0.149 -1.141 0.240 -0.1576
O 1.157 -1.376 -0.407 -0.8998
C -0.471 0.270 0.195 0.4045
N 0.632 1.221 0.298 0.7789
C 1.677 0.907 1.107 0.5162
O 1.596 0.039 1.958 -0.6420
C 2.944 1.648 0.833 -0.2571
C 3.295 2.782 1.550 0.2034
C 4.488 3.433 1.298 -0.8488
C 5.344 2.935 0.327 -0.4039
C 5.013 1.798 -0.380 -0.5835
C 3.810 1.132 -0.139 -0.0056
O 3.552 0.034 -0.872 -0.5980
H 2.715 -0.416 -0.633 0.4987
H 5.671 1.395 -1.133 0.4636
H 6.279 3.436 0.124 0.3998
H 4.751 4.319 1.856 0.4292
H 2.619 3.152 2.308 0.4978
C 0.640 2.355 -0.607 -1.2838
C 1.310 2.067 -1.914 0.8025
C 2.409 2.680 -2.433 -0.6751
C 2.808 2.138 -3.675 -0.5479
C 2.008 1.122 -4.080 -0.5169
S 0.748 0.805 -2.960 -0.0460
H 2.079 0.527 -4.969 0.4664
H 3.658 2.489 -4.232 0.4190
H 2.923 3.485 -1.940 0.4837
H -0.403 2.652 -0.763 0.4653
H 1.163 3.187 -0.126 0.4882
C -1.576 0.553 1.178 -0.9959
C -2.825 0.942 0.709 -0.4232
C -3.851 1.228 1.594 -0.8066
C -3.636 1.133 2.959 -0.4065
C -2.392 0.753 3.434 -1.0038
C -1.365 0.465 2.551 0.1784
H -0.394 0.171 2.918 0.5567
H -2.219 0.682 4.497 0.4359
H -4.436 1.358 3.649 0.4085
H -4.817 1.528 1.217 0.4415
H -2.997 1.018 -0.355 0.4473
H -0.874 0.352 -0.823 0.8669
H -1.373 -1.796 1.403 0.2895
H 0.824 -3.504 0.425 0.3874
H 0.015 -3.786 1.984 0.3995
H -1.995 -4.508 -1.752 0.4873
H -0.680 -3.316 -1.601 0.3667
H -3.980 -3.628 0.025 0.2781
H -4.121 -3.643 -1.748 0.3475
H -5.733 -2.042 -0.760 0.4362
H -4.517 -1.169 -1.707 0.2783
H -4.414 -1.183 0.055 0.0740
```

The structure (SMILES) is CCOCCCNC(=O)[C@@H](c1ccccc1)N(Cc1cccs1)C(=O)c1ccccc1O. The value obtained for the relative energy (zero: lowest compared OMol25 entry of this formula, charge and spin) is 26.53 kJ/mol. As for the spin multiplicity: 1. The net charge is 0.

=====

No. 2
# F10KN5O20S10

A structure of composition F10KN5O20S10 in a non-equilibrium geometry (ωB97M-V/def2-TZVPD, the OMol25 dataset).

XYZ file:
```
46
Properties=species:S:1:pos:R:3:mulliken_charge:R:1
K 0.917 -0.245 0.319 0.9987
N 2.531 1.611 -7.768 -0.2884
S 1.282 1.112 -6.987 1.0498
O 0.040 0.854 -7.672 -0.5825
O 1.142 1.434 -5.558 -0.5686
F 1.870 -0.407 -6.850 -0.3209
S 1.932 3.235 -8.055 1.0687
O 1.157 3.901 -7.019 -0.5012
O 1.624 3.549 -9.463 -0.6139
F 3.341 3.908 -7.951 -0.2433
N 0.123 8.113 1.169 -0.2694
S 0.161 7.279 -0.347 1.0905
O 1.020 7.809 -1.386 -0.5475
O -1.029 6.566 -0.697 -0.5466
F 0.977 5.979 0.160 -0.2955
S -0.660 9.242 0.494 1.1129
O -2.101 9.107 0.304 -0.6003
O 0.085 10.162 -0.336 -0.5994
F -0.668 10.147 1.837 -0.3448
N -4.789 -5.203 -0.817 -0.2517
S -3.450 -5.325 -1.922 1.0626
O -2.384 -4.322 -1.813 -0.5500
O -3.632 -5.924 -3.247 -0.5713
F -2.760 -6.565 -1.204 -0.2669
S -5.355 -3.997 -1.508 1.0644
O -5.978 -4.266 -2.849 -0.6207
O -4.770 -2.699 -1.324 -0.5554
F -6.644 -3.888 -0.551 -0.3114
N 5.683 -5.979 3.588 -0.2766
S 4.249 -6.731 3.264 1.0910
O 3.570 -6.334 2.073 -0.5171
O 3.494 -7.076 4.463 -0.5817
F 4.838 -8.144 2.820 -0.2837
S 4.998 -4.639 3.887 1.0707
O 4.923 -4.336 5.349 -0.6277
O 4.028 -3.906 3.049 -0.5422
F 6.293 -3.744 3.490 -0.3329
N -1.182 0.419 4.796 -0.2371
S -2.848 0.415 5.123 1.0368
O -3.460 1.496 5.927 -0.5631
O -3.561 -0.857 4.956 -0.5288
F -3.192 1.064 3.636 -0.3209
S -0.740 -0.524 5.914 1.0654
O -0.796 -1.918 5.579 -0.5482
O -1.129 -0.160 7.305 -0.6121
F 0.851 -0.211 5.825 -0.2900
```

The value obtained for the relative energy (zero: lowest compared OMol25 entry of this formula, charge and spin) is 458.42 kJ/mol. As for the spin multiplicity: 1. The net charge is -4.

=====

No. 3
# C35H79I3N13O6S

A structure of composition C35H79I3N13O6S in a non-equilibrium geometry (ωB97M-V/def2-TZVPD, the OMol25 dataset).

XYZ file:
```
137
Properties=species:S:1:pos:R:3:mulliken_charge:R:1
C 3.433 2.393 -1.004 -0.4586
C 2.555 3.383 -0.027 -0.1623
C 0.909 3.144 -0.161 -0.3901
C 0.232 3.062 1.329 -0.0823
C -1.272 2.406 1.372 -0.8137
C -1.392 0.970 0.527 0.2562
C -2.491 1.227 -0.690 -1.0516
C -4.051 0.886 -0.202 -0.2853
C -4.927 0.338 -1.487 -0.8613
C -5.497 -1.161 -1.111 -0.5838
C -4.536 -2.310 -1.835 -0.4322
C -3.996 -3.355 -0.657 -1.0307
C -2.628 -2.784 0.111 0.5206
C -1.278 -3.060 -0.775 -0.4366
C -0.212 -4.127 -0.052 -0.7255
C 1.323 -3.541 0.043 1.4714
C 1.888 -3.904 1.526 -1.3848
C 3.512 -4.010 1.678 0.2032
C 4.204 -2.876 2.652 -1.0193
I 5.606 -3.590 4.237 0.0361
C 4.027 -1.407 2.581 -0.1970
C 3.047 -0.730 1.461 0.4504
I 5.111 -0.110 4.040 0.0401
C 4.351 -4.171 0.288 -0.6763
N 3.766 -3.547 -0.943 0.2194
C 2.295 -3.920 -1.220 0.0211
C 1.833 -2.850 -2.421 -0.7106
S 2.859 -2.926 -3.973 -0.1988
C 3.557 -1.222 -4.323 0.2469
C 5.157 -1.274 -4.678 -0.9459
C 2.280 -5.478 -1.695 -1.1459
I 0.785 -5.976 -3.241 0.1754
C 2.119 -6.602 -0.523 0.0352
C 2.857 -7.984 -1.113 -1.0192
H 4.023 3.073 -1.778 0.2216
H 4.252 1.783 -0.395 0.0307
H 2.701 1.650 -1.546 0.0415
H 2.803 3.279 1.114 0.0802
H 2.771 4.499 -0.333 0.3749
H 0.436 4.081 -0.727 0.2264
H 0.704 2.211 -0.842 0.0680
H 0.930 2.405 2.020 -0.0842
H 0.147 4.155 1.797 0.2849
H -1.509 2.164 2.502 0.1663
H -2.099 3.150 0.963 0.3588
H -1.836 0.131 1.237 0.4257
H -0.356 0.576 0.147 -0.4553
H -2.185 0.619 -1.655 0.2893
H -2.523 2.368 -1.030 0.4376
H -4.616 1.861 0.189 0.3091
H -4.027 0.124 0.697 0.3790
H -5.849 1.033 -1.749 0.2645
H -4.225 0.302 -2.435 0.4144
H -6.609 -1.292 -1.481 0.3442
H -5.526 -1.326 0.062 0.3288
H -5.249 -2.938 -2.558 0.3354
H -3.621 -1.849 -2.401 0.2555
H -4.797 -3.485 0.195 0.3488
H -3.731 -4.416 -1.104 0.3250
H -2.752 -1.603 0.233 -0.7450
H -2.573 -3.244 1.185 0.4809
H -1.535 -3.477 -1.864 0.2509
H -0.761 -2.002 -0.978 -0.0336
H -0.597 -4.199 1.076 0.4329
H -0.302 -5.209 -0.484 -0.1139
H 1.205 -2.352 0.011 -0.2448
H 1.402 -4.950 1.833 0.4461
H 1.413 -3.125 2.297 0.4696
H 3.692 -5.040 2.262 0.6756
H 3.416 -0.805 0.353 -0.2162
H 1.951 -1.117 1.642 -0.0936
H 3.013 0.437 1.710 0.2002
H 5.436 -3.706 0.457 0.4233
H 4.535 -5.319 0.075 0.2511
H 4.405 -3.845 -1.743 0.5802
H 3.782 -2.492 -0.972 0.2945
H 1.953 -1.754 -1.968 0.2017
H 0.709 -2.957 -2.724 0.1169
H 3.413 -0.576 -3.355 -0.2319
H 2.996 -0.692 -5.202 0.4147
H 5.487 -0.150 -4.893 0.3416
H 5.362 -1.857 -5.689 0.2752
H 5.816 -1.644 -3.779 0.2162
H 3.336 -5.684 -2.215 0.5537
H 1.013 -6.934 -0.290 0.2852
H 2.660 -6.376 0.486 0.0300
H 3.050 -8.652 -0.163 0.3689
H 2.217 -8.513 -1.943 0.2887
H 3.935 -7.652 -1.497 0.2495
C -6.589 1.932 2.727 0.6056
O -5.373 1.922 2.628 -0.6386
N -7.405 1.462 1.766 -0.2493
N -7.230 2.414 3.808 -0.4151
H -8.409 1.467 1.840 0.2041
H -6.973 1.089 0.932 0.1700
H -6.661 2.779 4.560 0.2212
H -8.232 2.426 3.898 0.1718
C 1.342 3.853 4.972 0.6506
O 1.460 4.032 3.771 -0.6195
N 0.722 4.730 5.784 -0.3270
N 1.819 2.763 5.600 -0.3611
H 0.621 4.590 6.775 0.1473
H 0.345 5.567 5.361 0.1253
H 2.294 2.073 5.034 0.1681
H 1.726 2.608 6.590 0.1469
C -0.511 8.449 5.226 0.6864
O -1.218 7.454 5.219 -0.6547
N -0.847 9.580 5.873 -0.4017
N 0.672 8.510 4.587 -0.3524
H -0.271 10.404 5.883 0.1589
H -1.728 9.586 6.368 0.2293
H 0.971 7.684 4.086 0.2070
H 1.261 9.326 4.588 0.1689
C -10.771 3.048 0.903 0.6439
O -10.215 2.466 1.821 -0.7058
N -10.118 3.854 0.047 -0.3707
N -12.090 2.938 0.661 -0.4129
H -10.569 4.337 -0.712 0.1680
H -9.124 3.971 0.186 0.2254
H -12.627 2.342 1.277 0.2245
H -12.556 3.414 -0.093 0.1634
C 7.124 3.909 -0.334 0.6681
O 6.074 4.513 -0.477 -0.6255
N 8.157 4.025 -1.189 -0.4068
N 7.351 3.068 0.693 -0.3553
H 9.026 3.531 -1.078 0.1524
H 8.037 4.645 -1.978 0.2304
H 6.605 2.946 1.364 0.1952
H 8.214 2.566 0.818 0.1544
C 1.356 -3.108 -8.489 0.5884
O 0.846 -2.824 -9.561 -0.6576
N 1.987 -4.275 -8.266 -0.3250
N 1.335 -2.280 -7.428 -0.3080
H 2.410 -4.516 -7.385 0.1542
H 2.031 -4.932 -9.032 0.2031
H 0.872 -1.389 -7.545 0.1640
H 1.753 -2.506 -6.541 0.1864
```

Its total energy is -3835.0494 Ha. As for the spin multiplicity: 1. The net charge is +1.

=====

No. 4
# C9H6Cl5CoNO2

A structure of composition C9H6Cl5CoNO2 in a non-equilibrium geometry (ωB97M-V/def2-TZVPD, the OMol25 dataset).

XYZ file:
```
24
Properties=species:S:1:pos:R:3:lowdin_spin:R:1
Co -0.357 0.765 0.004 2.6834
N 1.861 0.766 -0.040 0.0704
C 2.562 2.060 0.221 0.0036
C 1.873 3.243 -0.457 0.0033
C 0.554 3.528 0.228 0.0116
O 0.343 4.501 0.895 0.0183
O -0.349 2.566 0.035 0.1237
H 2.215 0.056 0.595 0.0020
H 2.092 0.441 -0.975 0.0017
H 3.596 1.988 -0.113 0.0023
H 2.577 2.214 1.299 0.0000
H 1.705 3.018 -1.514 -0.0001
H 2.499 4.128 -0.378 0.0007
Cl -3.048 0.377 0.036 0.0673
C -2.321 -1.181 0.014 0.0965
C -0.962 -1.194 -0.019 0.0293
C -0.411 -2.490 -0.028 0.2313
Cl 1.266 -2.646 -0.079 0.1354
C -1.194 -3.716 0.009 0.0950
Cl -0.427 -5.220 0.011 0.0501
C -2.563 -3.638 0.042 0.0067
Cl -3.539 -5.026 0.084 -0.0023
C -3.159 -2.349 0.043 0.2223
Cl -4.812 -2.191 0.088 0.1478
```

Its total energy is -4235.2150 Ha. As for the spin multiplicity: 5. The net charge is +1.